Formula: C34H30IN5O3PReS
Source: the OMol25 dataset
Level of theory: ωB97M-V/def2-TZVPD

Last column: Mulliken charge in e.
Cartesian coordinates (Å):
Re: -0.7658 0.4933 0.7440  0.7987
C: -1.6585 0.3439 5.0265  -1.9950
C: -1.3591 0.6956 3.6280  1.0573
N: -1.2119 -0.1589 2.6626  0.4700
N: -1.1691 -1.5082 2.9323  -0.8682
C: -0.0109 -2.0359 3.5588  0.5887
N: -0.1116 -3.3516 3.7517  -0.4263
S: 1.2748 -1.1051 3.9779  -0.3494
C: -1.2070 2.0992 3.1796  0.8404
C: -1.1676 3.1720 4.0298  -0.7548
C: -0.9090 4.4436 3.5064  -0.5759
C: -0.7123 4.5911 2.1500  -0.9282
C: -0.7811 3.4701 1.3344  0.0964
N: -1.0223 2.2569 1.8374  0.1140
H: -0.7158 0.2595 5.5767  0.3854
H: -2.1591 -0.6210 5.0794  0.4085
H: -2.2769 1.1069 5.4950  0.6448
H: -1.7950 -2.0830 2.3873  0.2464
H: -0.9358 -3.8911 3.5427  0.1860
H: 0.6695 -3.8250 4.1787  0.2560
H: -1.3099 3.0316 5.0920  0.4738
H: -0.8574 5.3003 4.1660  0.4925
H: -0.5006 5.5565 1.7119  0.4834
H: -0.6479 3.5391 0.2624  0.4889
O: -3.5888 0.7833 1.3512  -0.4507
N: -2.8023 0.7319 0.1970  0.8065
C: -3.3800 1.0481 -0.9137  0.0510
C: -2.8543 1.0509 -2.2635  0.6700
C: -3.7183 1.6347 -3.1971  -1.2968
C: -3.3745 1.7090 -4.5382  -0.9536
C: -2.1719 1.1705 -4.9565  -0.6939
C: -1.3083 0.5670 -4.0389  -0.7454
C: -1.6250 0.5080 -2.6941  0.7559
P: -0.4646 -0.3462 -1.5793  0.5103
C: 1.1561 0.1272 -2.2153  1.0358
C: 1.3872 1.5074 -2.1656  -0.6501
C: 2.5762 2.0416 -2.6253  -0.8349
C: 3.5533 1.2000 -3.1465  -0.6788
C: 3.3347 -0.1669 -3.1994  -0.9584
C: 2.1433 -0.7091 -2.7345  -0.3136
C: -0.9841 -2.0714 -1.6017  1.3787
C: -0.2055 -3.1319 -2.0627  -0.2673
C: -0.7476 -4.4075 -2.1399  -0.9814
C: -2.0556 -4.6416 -1.7455  -0.6708
C: -2.8266 -3.5983 -1.2481  -0.9516
C: -2.2959 -2.3208 -1.1759  -0.5846
H: -4.4835 1.0709 1.1001  0.3943
H: -4.4231 1.3524 -0.8316  0.5541
H: -4.6682 2.0387 -2.8674  0.4481
H: -4.0456 2.1758 -5.2462  0.4534
H: -1.8937 1.2117 -6.0016  0.4807
H: -0.3780 0.1407 -4.3949  0.5059
H: 0.6240 2.1771 -1.7804  0.2390
H: 2.7422 3.1099 -2.5847  0.5024
H: 4.4804 1.6146 -3.5200  0.4747
H: 4.0915 -0.8233 -3.6082  0.5394
H: 2.0165 -1.7759 -2.7944  0.3322
H: 0.8189 -2.9955 -2.3602  0.3244
H: -0.1391 -5.2201 -2.5138  0.4860
H: -2.4773 -5.6346 -1.8292  0.4461
H: -3.8440 -3.7793 -0.9270  0.4982
H: -2.9227 -1.5222 -0.8043  0.4963
I: 7.8330 -1.2304 0.5920  0.2700
C: 5.8144 -0.8634 0.6473  -0.0935
C: 5.3534 0.4002 1.0282  -0.6219
C: 3.9981 0.6477 1.0686  -0.5097
C: 3.0989 -0.3737 0.7362  0.1981
C: 3.5667 -1.6407 0.3587  -0.5718
C: 4.9203 -1.8823 0.3059  -0.7080
C: 1.6994 -0.1508 0.7750  0.8797
O: 0.8166 -1.0639 0.6195  -0.5650
O: 1.1510 1.0272 0.9493  -0.7194
H: 6.0576 1.1773 1.2901  0.4492
H: 3.6306 1.6240 1.3574  0.5285
H: 2.8629 -2.4241 0.1080  0.5208
H: 5.2913 -2.8538 0.0097  0.4582

As for the total charge: +3. The value obtained for the energy above the lowest of the compared OMol25 structures with the same formula, charge and spin is 2.203 eV. As for the spin multiplicity: 4.

Formula: C34H30IrN4O6PS4
Source: the OMol25 dataset
Level of theory: ωB97M-V/def2-TZVPD

Last column: Mulliken charge in e.
Cartesian coordinates (Å):
Ir: -0.0878 -0.5182 -0.7259  2.8449
C: 1.2666 -5.7800 2.5539  -0.6370
C: 0.6201 -5.9284 1.1830  -0.7726
N: 1.0588 -4.9225 0.2179  0.1245
C: 2.1920 -5.2444 -0.6479  -0.9833
C: 3.5140 -4.6620 -0.1572  -0.6465
C: 0.4807 -3.7017 0.1967  0.5616
S: 1.0339 -2.6108 -0.9849  -0.6332
N: -0.4160 -3.5024 1.1850  0.1149
C: -1.2962 -2.5208 1.2118  -0.7038
O: -1.5284 -1.6249 0.3469  -1.0873
C: -2.1729 -2.4965 2.4249  0.8914
C: -2.2775 -3.6084 3.2563  0.0216
C: -3.0606 -3.5523 4.3975  -0.7450
C: -3.7321 -2.3798 4.7201  -0.5565
C: -3.6275 -1.2704 3.8931  -0.5816
C: -2.8554 -1.3263 2.7417  -0.4619
H: 0.8688 -6.5305 3.2402  0.3890
H: 1.0485 -4.7920 2.9572  -0.3965
H: 2.3484 -5.9062 2.5002  0.3568
H: -0.4620 -5.8677 1.2760  0.4668
H: 0.8628 -6.9015 0.7530  0.4341
H: 1.9754 -4.8888 -1.6557  0.4671
H: 2.2500 -6.3324 -0.6977  0.4049
H: 3.4531 -3.5778 -0.0589  0.1375
H: 4.3050 -4.8925 -0.8731  0.3754
H: 3.7934 -5.0885 0.8074  0.2627
H: -1.7361 -4.5078 2.9967  0.2679
H: -3.1450 -4.4206 5.0391  0.4121
H: -4.3324 -2.3297 5.6203  0.3829
H: -4.1418 -0.3540 4.1533  0.4110
H: -2.7389 -0.4659 2.0955  0.4494
S: -1.2563 -1.2805 -2.5112  -0.3773
C: -2.3502 -0.0233 -2.8336  0.6832
C: -3.2811 -0.2262 -3.9029  -0.1481
N: -4.0185 -0.4141 -4.7655  -0.4929
C: -2.3379 1.1602 -2.1115  0.2858
S: -1.2664 1.4472 -0.8337  -0.1968
C: -3.2592 2.2118 -2.4342  -0.1170
N: -3.9908 3.0626 -2.6860  -0.5037
O: 3.2908 1.4757 -0.2930  -0.6260
S: 2.4984 0.2751 -0.2989  1.2801
O: 3.2687 -0.9355 -0.1470  -0.6794
O: 1.3386 0.3043 0.7046  -0.8983
O: 1.6046 0.2528 -1.5883  -0.6533
O: -0.9941 1.1544 1.9984  -0.6239
P: -0.0133 1.6372 3.0012  1.5182
C: 0.9646 0.3029 3.7257  0.2615
C: 1.9281 0.5009 4.7124  -0.0571
C: 2.6280 -0.5799 5.2244  -0.8355
C: 2.3724 -1.8621 4.7514  -0.7113
C: 1.4221 -2.0612 3.7618  0.6362
C: 0.7246 -0.9789 3.2478  0.3502
C: -0.8700 2.4463 4.3933  0.2475
C: -0.2213 3.1960 5.3722  -0.3616
C: -0.9403 3.7636 6.4122  -0.7388
C: -2.3183 3.5966 6.4772  -0.4510
C: -2.9737 2.8720 5.4934  -0.7382
C: -2.2511 2.3004 4.4542  -0.3961
C: 1.1508 2.8811 2.4068  0.3614
C: 0.6945 4.1911 2.2548  -0.4746
C: 1.5363 5.1670 1.7498  -0.7313
C: 2.8370 4.8376 1.3863  -0.5488
C: 3.2872 3.5333 1.5135  -0.8768
C: 2.4462 2.5541 2.0233  -0.8748
H: 2.1472 1.4968 5.0767  0.2277
H: 3.3803 -0.4213 5.9869  0.4042
H: 2.9271 -2.7036 5.1477  0.4180
H: 1.2286 -3.0523 3.3711  -0.1311
H: 0.0080 -1.1079 2.4492  -0.3988
H: 0.8475 3.3621 5.3109  0.2656
H: -0.4272 4.3456 7.1675  0.4050
H: -2.8798 4.0422 7.2888  0.3787
H: -4.0500 2.7569 5.5285  0.4199
H: -2.7466 1.7485 3.6655  0.4450
H: -0.3242 4.4435 2.5259  0.4264
H: 1.1763 6.1808 1.6291  0.3970
H: 3.4929 5.5984 0.9817  0.3748
H: 4.2834 3.2629 1.1902  0.4316
H: 2.7831 1.5267 2.0712  0.8533

As for the total charge: -1. The value obtained for the energy above the lowest of the compared OMol25 structures with the same formula, charge and spin is 0.534 eV. As for the spin multiplicity: 2.

Formula: C34H30N5Pd
Source: the OMol25 dataset
Level of theory: ωB97M-V/def2-TZVPD

Last column: Mulliken charge in e.
Cartesian coordinates (Å):
Pd: -2.0898 0.0001 -0.8438  -0.2741
C: 2.1917 0.5660 4.6981  -1.4911
C: 2.6943 -0.6127 3.9236  0.7617
C: 3.8416 -1.2949 4.2951  -0.7609
C: 4.3084 -2.3671 3.5544  -0.6959
C: 3.6229 -2.7804 2.4259  -0.8972
C: 2.4739 -2.1175 2.0351  -0.0638
C: 2.0137 -1.0404 2.7810  0.2297
N: 0.8939 -0.2858 2.3728  0.0411
C: -0.0490 -0.6940 1.4656  -0.4164
N: -0.5962 -1.9042 1.6756  -0.0681
C: -1.6016 -2.5632 0.9435  0.6488
C: -2.3230 -1.9385 -0.0763  -0.3331
C: -3.2336 -2.6860 -0.8193  -0.0437
C: -3.4537 -4.0240 -0.5334  -0.9675
C: -2.7890 -4.6089 0.5305  -0.6676
C: -1.8705 -3.9010 1.2888  0.9037
C: -1.1933 -4.5523 2.4620  -1.5864
N: -0.4183 0.1070 0.5151  0.4002
C: 0.1559 1.3666 0.3012  -0.6204
C: 1.3458 1.4945 -0.4174  -0.0735
C: 1.8747 2.7474 -0.6615  -0.9337
C: 1.2239 3.8773 -0.1930  -0.8256
C: 0.0343 3.7538 0.5096  -0.8743
C: -0.5174 2.5096 0.7709  1.4662
C: -1.8063 2.3468 1.5251  -1.3722
H: 2.7447 0.6790 5.6252  0.4237
H: 1.1343 0.4500 4.9307  0.3331
H: 2.3111 1.4868 4.1240  0.3105
H: 4.3739 -0.9823 5.1798  0.4076
H: 5.2115 -2.8737 3.8542  0.4090
H: 3.9884 -3.6083 1.8394  0.4119
H: 1.9536 -2.4134 1.1343  0.5088
H: 1.0613 0.7134 2.3602  0.4899
H: -0.2260 -2.4125 2.4688  0.2591
H: -3.7803 -2.2156 -1.6375  0.4472
H: -4.1385 -4.6036 -1.1328  0.4180
H: -2.9804 -5.6428 0.7753  0.3712
H: -1.5618 -5.5670 2.5861  0.3888
H: -1.4112 -4.0075 3.3820  0.4118
H: -0.1106 -4.6034 2.3368  0.3255
H: 1.8328 0.6016 -0.7817  0.6033
H: 2.7904 2.8365 -1.2241  0.4880
H: 1.6402 4.8548 -0.3809  0.4638
H: -0.4766 4.6369 0.8635  0.4844
H: -2.3365 3.2939 1.5771  0.4754
H: -1.6230 2.0090 2.5462  0.3815
H: -2.4509 1.5849 1.0362  0.1791
C: -2.2333 4.2847 -2.0296  -0.7673
C: -2.6929 3.0475 -1.5895  -0.4561
N: -2.1776 1.8926 -1.9984  -0.5057
C: -1.1865 1.9292 -2.9279  -0.1894
C: -0.7166 3.1378 -3.4886  1.6021
C: -1.2423 4.3403 -2.9881  -0.7428
C: 0.2466 3.0904 -4.5368  -1.0773
C: 0.7144 1.9125 -5.0189  -1.0293
C: 0.3309 0.6771 -4.4245  1.1891
C: 0.8724 -0.5673 -4.7890  -0.6378
C: 0.5375 -1.6972 -4.0743  -0.9333
C: -0.3803 -1.5842 -3.0250  -0.2366
N: -0.9325 -0.4352 -2.7013  0.0919
C: -0.6010 0.6948 -3.3556  0.5566
H: -2.6663 5.1938 -1.6422  0.4744
H: -3.5158 2.9895 -0.8851  0.5309
H: -0.8838 5.2889 -3.3592  0.4822
H: 0.5901 4.0282 -4.9456  0.4379
H: 1.4047 1.8979 -5.8480  0.4281
H: 1.5540 -0.6303 -5.6251  0.4506
H: 0.9695 -2.6595 -4.3055  0.4457
H: -0.6713 -2.4466 -2.4337  0.4085

As for the total charge: +1. The total energy comes out at -46671.441 eV.